Entry 1:
ORCA calculation (the ωB97M-V functional and the def2-TZVPD basis) on C21H27N3O5S in the gas phase.

The geometry in XYZ format:
```
57
C21H27N3O5S the ωB97M-V functional and the def2-TZVPD basis
C 3.441 0.550 -0.092
O 2.723 -0.567 -0.559
C 1.474 -0.370 -1.058
C 0.758 -1.522 -1.384
C -0.535 -1.440 -1.855
C -1.153 -0.199 -1.995
N -2.522 -0.084 -2.337
C -3.533 -0.842 -1.611
C -4.011 -2.099 -2.330
C -2.917 -1.164 -0.240
O -2.714 -2.289 0.151
N -2.579 -0.028 0.445
N -1.504 0.175 1.252
C -0.742 -0.771 1.639
C 0.479 -0.463 2.351
C 1.395 -1.480 2.634
C 2.590 -1.197 3.249
C 2.916 0.115 3.613
O 4.119 0.264 4.215
C 4.591 1.550 4.599
C 5.138 2.312 3.391
C 5.682 1.309 5.636
C 2.001 1.133 3.342
C 0.805 0.842 2.719
S -2.949 0.688 -3.738
C -2.349 -0.407 -5.050
O -2.226 1.919 -3.841
O -4.381 0.738 -3.769
C -0.424 0.950 -1.718
C 0.879 0.871 -1.263
H 3.704 1.229 -0.910
H 4.351 0.149 0.350
H 2.875 1.092 0.671
H 1.234 -2.479 -1.243
H -1.074 -2.347 -2.073
H -4.391 -0.169 -1.484
H -4.676 -2.651 -1.672
H -3.177 -2.746 -2.589
H -4.552 -1.816 -3.229
H -2.902 0.853 0.061
H -0.920 -1.820 1.413
H 1.162 -2.497 2.354
H 3.305 -1.975 3.466
H 3.774 2.120 5.065
H 5.962 1.755 2.952
H 4.371 2.443 2.631
H 5.497 3.289 3.700
H 5.277 0.760 6.482
H 6.082 2.257 5.985
H 6.484 0.723 5.196
H 2.212 2.157 3.612
H 0.099 1.628 2.500
H -1.295 -0.572 -4.874
H -2.504 0.100 -5.993
H -2.908 -1.332 -5.014
H -0.890 1.911 -1.863
H 1.409 1.784 -1.046
```

## Properties
E_tot = -47756.9793 eV
Maximum force = 1.1 eV/A
M = 433.5 g mol⁻¹
Structure (SMILES) = COc1ccc(N([C@@H](C)C(=O)N/N=C/c2ccc(OC(C)C)cc2)S(C)(=O)=O)cc1
2S+1 = 1

---

Entry 2:
ORCA calculation (the ωB97M-V functional and the def2-TZVPD basis) on C21H27N3O6S in the gas phase.

The geometry in XYZ format:
```
58
C21H27N3O6S the ωB97M-V functional and the def2-TZVPD basis
C -1.740 2.308 3.129
C -1.972 1.226 2.080
C -2.744 0.043 2.665
C -2.745 -1.212 1.784
C -3.907 -1.316 0.795
C -3.800 -0.404 -0.430
N -2.580 -0.656 -1.172
N -1.660 0.267 -1.078
C -0.492 0.123 -1.628
C 0.449 1.224 -1.352
O 1.639 1.216 -1.621
O -0.151 2.253 -0.764
C 0.627 3.390 -0.407
C 1.355 3.167 0.929
O 1.073 3.765 1.943
N 2.335 2.248 0.832
C 2.980 1.665 1.990
C 4.088 0.716 1.516
C 3.425 -0.464 0.828
S 1.818 -0.636 1.694
O 1.787 -1.845 2.466
O 0.745 -0.440 0.752
C 1.989 0.821 2.776
C -0.141 -1.060 -2.374
C 1.098 -1.292 -2.984
C 1.325 -2.461 -3.675
C 0.330 -3.430 -3.787
C -0.897 -3.221 -3.201
C -1.144 -2.041 -2.495
C -2.453 -1.849 -1.875
O -3.386 -2.626 -1.948
H -2.688 2.734 3.454
H -1.121 3.109 2.734
H -1.243 1.894 4.006
H -1.016 0.864 1.696
H -2.506 1.660 1.236
H -2.273 -0.218 3.616
H -3.772 0.343 2.885
H -2.807 -2.086 2.437
H -1.790 -1.276 1.258
H -3.972 -2.345 0.436
H -4.844 -1.083 1.305
H -4.646 -0.601 -1.094
H -3.783 0.647 -0.145
H -0.083 4.210 -0.296
H 1.357 3.612 -1.195
H 2.429 1.766 -0.057
H 3.378 2.479 2.609
H 4.652 0.376 2.386
H 4.772 1.239 0.847
H 3.200 -0.285 -0.220
H 3.969 -1.395 0.940
H 2.383 0.484 3.729
H 1.029 1.310 2.902
H 1.871 -0.546 -2.907
H 2.285 -2.628 -4.140
H 0.524 -4.341 -4.333
H -1.692 -3.947 -3.269
```

## Properties
E_tot = -49806.6237 eV
Maximum force = 1.2 eV/A
M = 449.5 g mol⁻¹
Structure (SMILES) = CCCCCCn1nc(C(=O)OCC(=O)N[C@@H]2CCS(=O)(=O)C2)c2ccccc2c1=O
2S+1 = 1

---

Entry 3:
ORCA calculation (the ωB97M-V functional and the def2-TZVPD basis) on C21H27N3O6S2 in the gas phase.

The geometry in XYZ format:
```
59
C21H27N3O6S2 the ωB97M-V functional and the def2-TZVPD basis
C 4.167 1.868 3.642
C 2.738 1.422 3.934
O 2.424 0.168 3.350
C 3.063 -0.951 3.793
C 3.722 -1.070 5.008
C 4.291 -2.276 5.385
C 4.218 -3.373 4.551
C 3.573 -3.265 3.330
C 2.987 -2.069 2.946
N 2.320 -1.922 1.716
C 1.564 -3.026 1.159
C 0.194 -2.525 0.681
O -0.786 -2.557 1.391
N 0.234 -2.052 -0.591
C -0.794 -1.484 -1.341
C -0.441 -0.875 -2.549
C -1.411 -0.306 -3.349
C -2.733 -0.346 -2.946
S -3.960 0.416 -3.998
O -3.719 0.037 -5.359
O -5.264 0.167 -3.446
N -3.489 2.031 -3.833
C -3.831 2.889 -4.958
C -5.104 3.667 -4.564
C -5.395 3.228 -3.123
C -4.057 2.652 -2.653
C -3.097 -0.947 -1.756
C -2.131 -1.518 -0.947
S 2.864 -0.746 0.663
C 1.591 0.548 0.660
O 4.106 -0.211 1.122
O 2.858 -1.334 -0.658
H 4.882 1.316 4.247
H 4.274 2.929 3.851
H 4.398 1.673 2.598
H 2.026 2.111 3.471
H 2.539 1.407 5.013
H 3.783 -0.231 5.682
H 4.793 -2.349 6.338
H 4.667 -4.311 4.838
H 3.532 -4.115 2.666
H 2.109 -3.494 0.331
H 1.387 -3.754 1.952
H 1.168 -1.958 -0.993
H 0.598 -0.861 -2.848
H -1.169 0.163 -4.289
H -3.963 2.259 -5.836
H -2.991 3.568 -5.134
H -4.920 4.741 -4.616
H -5.934 3.430 -5.226
H -5.739 4.047 -2.494
H -6.137 2.431 -3.112
H -4.163 1.907 -1.867
H -3.377 3.442 -2.319
H -4.140 -0.971 -1.484
H -2.400 -1.990 -0.016
H 2.059 1.468 0.980
H 0.813 0.258 1.352
H 1.207 0.640 -0.348
```

## Properties
E_tot = -60640.3328 eV
Maximum force = 1.1 eV/A
M = 481.6 g mol⁻¹
Structure (SMILES) = CCOc1ccccc1N(CC(=O)Nc1ccc(S(=O)(=O)N2CCCC2)cc1)S(C)(=O)=O
2S+1 = 1

---

Question: What is the formula in the third record?
Answer: C21H27N3O6S2